# 1
Formula: C3H9NO3
Source: the Open Molecules 2025 dataset
Level of theory: ωB97M-V/def2-TZVPD

Geometry as XYZ:
```
16
Properties=species:S:1:pos:R:3:nbo_charge:R:1
O -0.2359 3.1177 -0.4822 -0.61
C -0.2107 1.9560 -0.1448 0.68
N 0.6076 1.5163 0.8668 -0.65
C 0.6382 0.1732 1.4085 0.10
O 1.8569 -0.0441 2.0926 -0.70
C -1.0027 0.9122 -0.8972 -0.74
H 1.0774 2.2765 1.3359 0.41
H -0.2114 -0.0090 2.0751 0.15
H 0.6064 -0.5408 0.5900 0.17
H 1.7221 0.2014 3.0120 0.47
H -1.9444 1.3406 -1.2468 0.25
H -0.4645 0.6751 -1.8206 0.24
H -1.2889 -0.0315 -0.4359 0.21
H -0.8946 -4.3231 -2.5147 0.47
H -0.1946 -3.1878 -1.7047 0.47
O -0.0607 -4.0329 -2.1339 -0.94
```

Summary:
Maximum force: 0.0223 hartree/bohr
SMILES string: CC(=O)NCO.O
Spin multiplicity: 1
LUMO level: 0.36 eV
Kohn-Sham gap: 10.24 eV
Charge: 0

=====

# 2
Formula: CH4O2S
Source: the Open Molecules 2025 dataset
Level of theory: ωB97M-V/def2-TZVPD

Geometry as XYZ:
```
8
Properties=species:S:1:pos:R:3:nbo_charge:R:1
C -0.5574 -0.0166 0.0698 0.20
O -0.8851 1.3272 -0.1491 -0.73
O 0.4964 -0.3000 -0.7303 -0.59
S 2.2514 0.3246 0.0719 0.25
H -1.4641 -0.5594 -0.0282 0.17
H -0.2610 -0.0305 1.0883 0.14
H -0.5477 1.4615 -1.0236 0.47
H 2.4161 -0.7612 0.6582 0.08
```

Summary:
Maximum force: 0.0981 hartree/bohr
SMILES string: OCOS
Spin multiplicity: 1
LUMO level: -1.36 eV
Kohn-Sham gap: 8.99 eV
Charge: 0

=====

# 3
Formula: C2H2AuO3
Source: the Open Molecules 2025 dataset
Level of theory: ωB97M-V/def2-TZVPD

Geometry as XYZ:
```
8
Properties=species:S:1:pos:R:3:nbo_charge:R:1
C 0.6009 -1.2269 -1.1122 0.01
Au 0.7756 -0.3695 -2.6894 0.96
H -0.2389 -1.9071 -0.8962 0.24
O -1.3275 0.7006 -0.5749 -0.56
C -0.4655 0.4408 0.2552 0.96
O 0.5933 -0.2629 0.0042 -0.51
O -0.3069 1.2391 1.3233 -0.61
H 0.5954 1.1585 1.6587 0.51
```

Summary:
Maximum force: 0.1358 hartree/bohr
Spin multiplicity: 3
LUMO level (spin up / spin down): -6.47 / -9.73 eV
Kohn-Sham gap (spin up / spin down): 8.85 / 5.92 eV
Charge: +1

=====

# 4
Formula: C25H41BrCl4N6S2Si2Sr
Source: the Open Molecules 2025 dataset
Level of theory: ωB97M-V/def2-TZVPD

Geometry as XYZ:
```
82
Properties=species:S:1:pos:R:3:mulliken_charge:R:1
Sr 0.1430 0.0381 -0.0756 1.13
S -0.8673 -2.6328 -0.6175 -0.35
C -0.4350 -2.1381 -2.2346 0.34
C -0.3653 -3.0842 -3.2728 -0.98
C -0.0250 -2.6739 -4.5408 -0.11
C 0.2467 -1.3270 -4.7814 -1.02
C 0.1662 -0.4545 -3.7174 -0.34
N -0.1643 -0.8411 -2.4782 0.19
H -0.5804 -4.1195 -3.0525 0.47
H 0.0310 -3.3974 -5.3449 0.38
H 0.5164 -0.9665 -5.7635 0.45
H 0.3743 0.6033 -3.8411 0.25
C -4.8037 1.9705 -2.0635 -1.14
C -4.1817 2.1976 -0.7409 0.95
N -4.5383 3.0851 0.1261 -0.81
N -3.6539 2.9370 1.1561 0.25
C -2.7593 1.9630 0.9575 0.18
S -1.5306 1.4462 1.9718 -0.47
N -3.1046 1.4759 -0.2704 0.26
N -2.3765 0.5000 -0.9264 -0.31
H -5.6514 2.6409 -2.1708 0.35
H -5.1423 0.9393 -2.1668 0.30
H -4.0783 2.1813 -2.8505 0.23
H -3.6930 3.5423 1.9564 0.16
H -2.1414 0.8103 -1.8665 0.06
H -2.8408 -0.4036 -0.9157 0.22
Cl 2.0033 2.9578 -2.9578 -0.37
Si 0.5129 2.8537 -1.4081 0.30
Cl 0.5494 4.8260 -0.6826 -0.31
Cl -1.2734 2.9714 -2.7151 -0.38
Cl 5.3113 -0.1071 -3.3092 -0.22
C 4.4677 -0.9049 -2.0329 0.19
C 4.9515 -2.0843 -1.4914 -0.37
C 4.2218 -2.6807 -0.4758 -0.68
C 3.0526 -2.0757 -0.0475 -0.58
N 2.5997 -0.9349 -0.5636 0.44
C 3.2901 -0.3579 -1.5447 -0.15
H 5.8691 -2.5189 -1.8621 0.45
H 4.5485 -3.6069 -0.0244 0.49
H 2.4414 -2.5207 0.7275 0.39
H 2.9060 0.5688 -1.9602 0.04
C 2.1207 -4.7491 5.6368 -1.79
C 1.8313 -3.9584 4.3505 2.49
C 0.5377 -4.5030 3.7230 -1.83
C 2.9515 -4.2638 3.3452 -1.81
Si 1.7337 -2.0698 4.7261 -0.62
Br 0.7386 -1.1899 2.8684 -0.05
C 3.4461 -1.1943 4.8124 2.40
C 4.3856 -1.9391 5.7735 -1.80
C 3.2971 0.2495 5.3138 -2.12
C 4.1283 -1.1041 3.4379 -1.91
C 0.5415 -1.5975 6.1587 2.39
C 1.2462 -1.7599 7.5152 -1.75
C -0.7061 -2.4935 6.1575 -2.00
C 0.0348 -0.1512 6.0426 -1.88
H 2.2607 -5.8036 5.3827 0.53
H 1.2935 -4.6948 6.3448 0.32
H 3.0259 -4.4122 6.1448 0.29
H 0.6573 -5.5785 3.5649 0.54
H 0.3373 -4.0479 2.7525 0.31
H -0.3379 -4.3597 4.3500 0.33
H 2.9270 -5.3299 3.1030 0.62
H 3.9433 -4.0399 3.7369 0.28
H 2.8110 -3.7160 2.4115 0.01
H 3.9585 -2.0545 6.7709 0.29
H 5.3127 -1.3683 5.8786 0.53
H 4.6540 -2.9286 5.4027 0.32
H 2.9509 0.3000 6.3454 0.35
H 2.6130 0.8270 4.6894 0.30
H 4.2741 0.7392 5.2735 0.60
H 4.2989 -2.0748 2.9775 0.29
H 5.1028 -0.6230 3.5618 0.59
H 3.5475 -0.4966 2.7435 0.29
H 1.6446 -2.7648 7.6646 0.29
H 0.5250 -1.5714 8.3154 0.54
H 2.0628 -1.0481 7.6416 0.29
H -0.4741 -3.5336 6.3826 0.32
H -1.2341 -2.4511 5.2034 0.33
H -1.3936 -2.1390 6.9306 0.60
H 0.8334 0.5868 6.0453 0.31
H -0.6103 0.0585 6.9005 0.53
H -0.5593 -0.0047 5.1403 0.38
```

Summary:
Maximum force: 0.0091 hartree/bohr
Spin multiplicity: 1
LUMO level: 0.22 eV
Kohn-Sham gap: 7.73 eV
Charge: 0

=====

# 5
Formula: C7H12N2O3
Source: the Open Molecules 2025 dataset
Level of theory: ωB97M-V/def2-TZVPD

Geometry as XYZ:
```
24
Properties=species:S:1:pos:R:3:nbo_charge:R:1
C 0.1965 1.8350 -3.6958 -0.28
C -0.1639 1.5071 -1.3814 0.43
C -2.8183 -0.3008 -0.5191 -0.09
C 0.5183 -1.8324 2.4256 0.79
C 0.0268 -0.6615 1.5807 -0.58
C 0.9408 -0.3103 0.4470 -0.18
C 1.7375 0.7576 0.4303 -0.44
H 0.0387 2.8296 -4.1566 0.19
H -0.7101 1.2247 -3.7679 0.22
H 1.0276 1.3311 -4.2176 0.19
H 0.2153 1.7545 -0.3959 0.19
H -3.2231 -0.5008 -1.4988 0.18
H -3.3100 -0.6159 0.4103 0.19
H 2.2816 -1.2247 2.0019 0.50
H -0.9842 -0.9394 1.2382 0.27
H -0.0930 0.2006 2.2556 0.24
H 0.9506 -1.0121 -0.4050 0.22
H 1.7333 1.4929 1.2393 0.21
H 2.4032 0.9685 -0.4116 0.22
N -1.2173 0.8149 -1.5840 -0.44
N -1.7548 0.3983 -0.3634 -0.29
O 0.5910 2.0378 -2.3372 -0.49
O 1.8544 -1.9218 2.5648 -0.68
O -0.2141 -2.6121 2.9744 -0.57
```

Summary:
Maximum force: 0.0297 hartree/bohr
SMILES string: C=CCC(=O)O.C=N/N=C/OC
Spin multiplicity: 1
LUMO level: 0.72 eV
Kohn-Sham gap: 10.14 eV
Charge: 0

=====

# 6
Formula: C29H44BaNOSi2
Source: the Open Molecules 2025 dataset
Level of theory: ωB97M-V/def2-TZVPD

Geometry as XYZ:
```
78
Properties=species:S:1:pos:R:3:mulliken_charge:R:1
C 2.1809 -0.3412 0.8294 -0.33
C 2.2133 -1.0619 -0.4267 -1.25
C 1.8515 -0.1474 -1.4890 -0.16
H 2.4299 -2.0806 -0.5394 0.50
C 1.6188 1.1577 -0.8878 -0.59
C 1.8276 1.0387 0.5370 -0.34
H 1.2445 2.0048 -1.3846 0.34
C -1.3834 -1.9786 1.2131 -1.10
C -0.2446 -2.6986 0.6865 -0.59
C -0.3395 -2.7047 -0.7495 -1.46
H 0.5406 -3.1035 1.2581 0.43
C -1.5357 -1.9793 -1.1557 -1.06
C -2.1825 -1.5306 0.0836 -0.23
H 1.7527 -0.3747 -2.5086 0.25
H 1.6113 1.7820 1.2487 0.31
H 2.3526 -0.7426 1.7844 0.35
H -3.0077 -0.8910 0.1466 0.46
H 0.3599 -3.1205 -1.4115 0.51
H -1.5587 -1.7324 2.2206 0.68
Ba -0.1654 -0.2474 -0.0250 1.94
C -2.0347 -1.7392 -2.5227 3.48
C -3.5338 -2.0000 -2.5040 -1.98
C -1.3448 -2.6771 -3.5021 -2.21
H -3.7319 -3.0157 -2.1471 0.45
H -3.9562 -1.8908 -3.5047 0.47
H -4.0521 -1.3075 -1.8364 0.31
H -1.5376 -3.7219 -3.2359 0.46
H -0.2629 -2.5244 -3.5164 0.25
H -1.7276 -2.5142 -4.5126 0.47
C -1.7269 -0.2731 -2.9043 -0.85
C -2.2699 0.2470 -4.2201 0.07
H -0.6395 -0.1337 -2.9152 -0.23
H -2.0938 0.3946 -2.1130 0.59
O -3.1784 -0.2678 -4.8688 -0.70
N -1.6685 1.3880 -4.6670 -0.02
C -0.4787 2.0219 -4.1356 -1.00
H -1.9934 1.6889 -5.5761 0.30
C 0.8362 1.4461 -4.5995 0.87
C 2.0172 2.0689 -4.2041 -0.28
H 1.9705 2.9432 -3.5603 0.35
C 3.2494 1.5779 -4.6092 -0.61
H 4.1584 2.0758 -4.2915 0.39
C 3.3187 0.4441 -5.4124 -0.46
H 4.2808 0.0558 -5.7262 0.38
C 2.1487 -0.1900 -5.8036 -0.66
H 2.1890 -1.0744 -6.4270 0.41
C 0.9105 0.3102 -5.4006 -0.15
H 0.0012 -0.1851 -5.7202 0.36
H -0.5096 1.9964 -3.0397 -0.02
H -0.5225 3.0818 -4.4060 0.56
C -1.2980 2.8646 4.2418 -1.03
Si -1.3925 1.0530 3.7684 -0.02
C -1.9845 0.0114 5.2154 -1.06
C -2.7603 1.0057 2.4937 -0.75
C 0.2510 0.3842 3.1059 0.96
Si 1.6601 0.3229 4.4016 -0.01
C 1.7090 -1.4059 5.1304 -1.05
C 3.3866 0.7618 3.7864 -1.16
C 1.4664 1.5239 5.8305 -1.09
H -2.3013 3.2016 4.5581 0.30
H -0.9771 3.4528 3.3643 0.22
H -0.6052 3.0385 5.0757 0.30
H -2.9526 0.4032 5.5784 0.34
H -2.1183 -1.0309 4.8760 0.28
H -1.2561 0.0265 6.0421 0.25
H -2.4474 1.5501 1.5861 0.07
H -3.0265 -0.0331 2.2570 0.13
H -3.6601 1.4881 2.9192 0.47
H 0.1724 -0.7223 2.9812 -0.56
H 1.9220 -2.1350 4.3293 0.28
H 2.5047 -1.4606 5.8981 0.36
H 0.7350 -1.6401 5.5945 0.28
H 3.3682 1.7718 3.3433 0.27
H 4.0707 0.7658 4.6542 0.37
H 3.8004 0.0435 3.0646 0.37
H 1.5385 2.5561 5.4493 0.24
H 0.5159 1.3695 6.3636 0.28
H 2.2951 1.3593 6.5434 0.34
```

Summary:
Maximum force: 0.1484 hartree/bohr
Spin multiplicity: 1
LUMO level: 2.15 eV
Kohn-Sham gap: 5.34 eV
Charge: -1

=====

spin multiplicity of number 3 (C2H2AuO3)? 3

=====

What is the formula in the third record? C2H2AuO3

=====

Which value of charge does entry 4 give? 0

=====

Copy entry 1 word for word.
Formula: C3H9NO3
Source: the Open Molecules 2025 dataset
Level of theory: ωB97M-V/def2-TZVPD

Geometry as XYZ:
```
16
Properties=species:S:1:pos:R:3:nbo_charge:R:1
O -0.2359 3.1177 -0.4822 -0.61
C -0.2107 1.9560 -0.1448 0.68
N 0.6076 1.5163 0.8668 -0.65
C 0.6382 0.1732 1.4085 0.10
O 1.8569 -0.0441 2.0926 -0.70
C -1.0027 0.9122 -0.8972 -0.74
H 1.0774 2.2765 1.3359 0.41
H -0.2114 -0.0090 2.0751 0.15
H 0.6064 -0.5408 0.5900 0.17
H 1.7221 0.2014 3.0120 0.47
H -1.9444 1.3406 -1.2468 0.25
H -0.4645 0.6751 -1.8206 0.24
H -1.2889 -0.0315 -0.4359 0.21
H -0.8946 -4.3231 -2.5147 0.47
H -0.1946 -3.1878 -1.7047 0.47
O -0.0607 -4.0329 -2.1339 -0.94
```

Summary:
Maximum force: 0.0223 hartree/bohr
SMILES string: CC(=O)NCO.O
Spin multiplicity: 1
LUMO level: 0.36 eV
Kohn-Sham gap: 10.24 eV
Charge: 0